{
  "formula": "C19H31BN5PdS2",
  "method": "ωB97M-V/def2-TZVPD",
  "elements": ["Pd", "B", "N", "C", "C", "C", "N", "N", "C", "C", "C", "N", "H", "H", "H", "H", "H", "H", "H", "H", "C", "C", "C", "C", "C", "C", "H", "H", "H", "H", "H", "H", "H", "H", "H", "S", "C", "N", "C", "C", "S", "H", "H", "H", "H", "H", "C", "C", "C", "C", "H", "H", "H", "H", "H", "H", "H", "H", "H"],
  "positions_angstrom": [[-0.04888, -0.95893, 0.12391], [0.61212, -1.12975, 3.73915], [0.88417, -2.34710, 2.76363], [1.45870, -3.48091, 3.18853], [1.44252, -4.41087, 2.16713], [0.81957, -3.73748, 1.11789], [0.47379, -2.50690, 1.48671], [0.49347, 0.23242, 2.99836], [0.95230, 1.41209, 3.44133], [0.30382, 2.42110, 2.74930], [-0.55690, 1.73295, 1.88042], [-0.44623, 0.41951, 2.04803], [-0.43108, -1.34116, 4.32832], [1.56254, -1.05605, 4.49315], [1.85115, -3.53901, 4.19021], [1.82246, -5.41781, 2.18072], [0.63228, -4.06456, 0.10802], [1.71351, 1.45335, 4.20312], [0.42674, 3.48608, 2.86071], [-1.25081, 2.11671, 1.14872], [-0.02074, 3.67482, -2.51510], [-0.80919, 2.43936, -2.96847], [-0.31491, 1.99430, -4.35114], [-2.30260, 2.78037, -3.04348], [-0.60912, 1.34461, -1.99737], [-0.42225, 0.45667, -1.18449], [-0.18938, 4.51507, -3.19651], [1.04901, 3.45382, -2.49715], [-0.32337, 3.97154, -1.50943], [-0.49149, 2.77785, -5.09566], [-0.83479, 1.08833, -4.66394], [0.75372, 1.77597, -4.31941], [-2.47753, 3.59475, -3.75434], [-2.67439, 3.08288, -2.06356], [-2.87281, 1.90780, -3.36473], [2.57966, -1.20307, -0.50536], [3.01154, 0.33736, -0.17614], [2.50029, 1.43814, -0.78252], [2.72532, 2.69954, -0.08679], [4.03005, 2.50545, 0.67037], [3.95778, 0.78852, 1.23865], [1.57659, 1.27831, -1.20591], [1.88575, 2.90627, 0.58447], [2.82361, 3.52524, -0.79392], [4.15411, 3.19007, 1.50592], [4.87651, 2.59724, -0.01115], [-3.14422, -2.38241, 0.82974], [-2.22866, -3.06575, -0.18255], [-3.03983, -3.97549, -1.11008], [-1.45393, -2.03433, -0.99735], [-3.58331, -3.10187, 1.52780], [-3.96067, -1.86441, 0.31465], [-2.58422, -1.64392, 1.40584], [-1.53823, -3.69871, 0.37343], [-3.78084, -3.39062, -1.66446], [-3.56969, -4.75234, -0.54806], [-2.39073, -4.46784, -1.83893], [-2.14902, -1.32349, -1.44377], [-0.87328, -2.50372, -1.79648]],
  "forces_ev_per_angstrom": [[-0.9, 0.0, -0.2], [-0.1, 0.0, -0.1], [0.0, 0.1, -0.1], [0.1, 0.1, 0.0], [0.0, 0.0, 0.0], [0.1, 0.0, 0.0], [0.0, -0.1, 0.2], [-0.1, -0.2, 0.2], [0.0, 0.0, -0.1], [-0.1, 0.0, 0.0], [0.0, 0.1, 0.1], [0.2, 0.2, 0.1], [0.1, 0.0, 0.0], [-0.1, -0.1, 0.0], [0.0, 0.0, 0.0], [0.0, 0.0, 0.0], [0.0, 0.0, 0.0], [0.0, 0.0, 0.0], [0.0, 0.0, 0.0], [0.1, 0.0, -0.1], [0.0, 0.0, 0.0], [0.0, -0.2, 0.1], [0.0, 0.1, 0.0], [0.0, 0.0, 0.0], [0.2, 0.1, 0.1], [-0.1, -0.2, 0.0], [0.0, 0.0, 0.0], [0.0, 0.0, 0.0], [0.0, 0.0, 0.0], [0.0, 0.0, 0.0], [0.0, 0.0, 0.0], [0.0, 0.0, 0.0], [0.0, 0.0, 0.0], [0.0, 0.0, 0.0], [0.0, 0.0, 0.0], [0.5, -0.3, -0.3], [-0.8, 0.4, 0.5], [0.3, 0.0, -0.1], [-0.1, 0.0, 0.0], [0.0, -0.1, 0.0], [0.3, 0.0, -0.1], [0.1, 0.1, -0.1], [0.1, 0.0, 0.1], [-0.1, 0.0, -0.1], [-0.1, 0.0, 0.0], [0.0, 0.1, 0.0], [0.0, 0.0, 0.1], [-0.1, 0.1, -0.1], [0.0, 0.0, 0.0], [0.4, -0.1, 0.2], [0.0, 0.0, 0.0], [0.0, 0.0, 0.0], [0.0, 0.0, 0.0], [0.0, 0.0, 0.0], [0.0, 0.0, 0.0], [0.0, 0.0, 0.0], [0.0, 0.0, 0.0], [0.0, 0.0, -0.1], [-0.1, 0.0, -0.1]],
  "lowdin_charge": [0.65, -0.42, -0.06, -0.12, -0.07, -0.20, -0.08, -0.10, -0.13, -0.10, -0.18, 0.00, 0.06, 0.06, 0.11, 0.08, 0.10, 0.11, 0.08, 0.09, -0.07, -0.64, -0.06, -0.07, -0.15, -0.17, 0.08, 0.06, 0.08, 0.08, 0.08, 0.08, 0.08, 0.08, 0.08, 0.63, -1.16, -0.06, -0.25, -0.45, 0.89, 0.06, 0.10, 0.11, 0.07, 0.07, -0.10, -0.53, -0.11, -0.23, 0.07, 0.07, 0.05, 0.08, 0.07, 0.07, 0.07, 0.03, 0.04],
  "homo_ev": -3.80,
  "total_charge": -1,
  "de_lowest_kj_mol": 86.19,
  "total_energy_ha": -1965.507601,
  "mol_weight_g_mol": 510.86
}